Record 1
This record from the OMol25 dataset describes a structure of composition C38H29F9IN4O2PRhS at a distorted geometry. The level of theory is ωB97M-V/def2-TZVPD.

Summary:
E_tot in a.u.: -3881.39204
Highest occupied orbital energy (spin up / spin down) in eV: -9.5 / -10.8
Lowest unoccupied orbital energy (spin up / spin down) in eV: -3.4 / -5.4
<S²>: 6.042
Maximum force in eV/A: 1.04
Total charge: +1
Spin multiplicity: 5

Geometry as XYZ:
```
86
Properties=species:S:1:pos:R:3:mulliken_charge:R:1
Rh -0.062 -0.108 -0.238 0.059
C -4.828 1.346 -2.071 -0.772
C -4.764 1.714 -0.591 -0.644
N -4.270 0.597 0.214 -0.095
C -2.985 0.284 0.339 0.238
S -1.749 1.457 -0.106 -0.271
N -2.655 -0.888 0.863 -1.149
N -1.412 -1.240 0.716 1.466
C -0.899 -2.246 1.556 0.281
C -1.794 -3.115 2.368 -1.630
C 0.492 -2.339 1.560 0.628
C 1.193 -3.391 2.198 -0.973
C 2.561 -3.426 2.149 -0.494
C 3.251 -2.428 1.451 -1.186
C 2.525 -1.434 0.825 -0.180
N 1.200 -1.357 0.887 0.268
H -5.136 2.212 -2.655 0.376
H -5.546 0.541 -2.238 0.353
H -3.847 1.018 -2.419 0.085
H -5.748 1.979 -0.210 0.380
H -4.103 2.566 -0.443 0.331
H -4.917 -0.162 0.387 0.301
H -2.816 -2.759 2.306 0.355
H -1.478 -3.124 3.412 0.403
H -1.769 -4.144 2.000 0.360
H 0.632 -4.168 2.696 0.475
H 3.106 -4.224 2.635 0.444
H 4.330 -2.426 1.398 0.506
H 3.030 -0.660 0.262 0.579
F 5.814 2.375 -5.954 -0.249
C 6.080 1.500 -4.969 0.738
F 7.216 1.905 -4.374 -0.251
F 6.318 0.309 -5.533 -0.279
C 4.946 1.447 -3.979 0.277
C 4.261 0.271 -3.740 -0.664
C 3.221 0.262 -2.817 -0.205
C 2.884 1.430 -2.149 -0.119
C 3.574 2.618 -2.403 -0.447
C 4.608 2.625 -3.315 -1.153
P 1.488 1.489 -0.981 1.924
C 0.500 2.832 -1.725 0.567
C 0.328 4.099 -1.187 0.183
C -0.584 4.972 -1.764 -1.151
C -1.305 4.577 -2.878 0.129
C -1.099 3.330 -3.456 -1.000
C -0.200 2.458 -2.874 -0.794
C -2.390 5.466 -3.421 0.827
F -2.151 6.761 -3.187 -0.267
F -2.561 5.307 -4.740 -0.271
F -3.573 5.165 -2.831 -0.236
C 2.236 2.097 0.568 0.819
C 1.405 2.531 1.603 -0.529
C 1.929 2.818 2.852 -1.261
C 3.288 2.656 3.075 0.089
C 4.127 2.226 2.057 -1.177
C 3.602 1.946 0.807 -0.477
C 3.865 2.877 4.448 0.847
F 5.098 3.399 4.389 -0.259
F 3.957 1.706 5.111 -0.252
F 3.105 3.695 5.188 -0.266
H 4.535 -0.629 -4.271 0.542
H 2.669 -0.651 -2.622 0.423
H 3.299 3.531 -1.888 0.489
H 5.155 3.535 -3.523 0.410
H 0.882 4.406 -0.308 0.523
H -0.739 5.957 -1.345 0.492
H -1.655 3.040 -4.338 0.502
H -0.069 1.464 -3.287 0.414
H 0.341 2.646 1.432 0.447
H 1.290 3.162 3.653 0.490
H 5.186 2.112 2.246 0.465
H 4.263 1.614 0.018 0.442
I -2.141 -6.356 -6.465 0.113
C -1.606 -4.819 -5.133 -0.083
C -2.592 -4.002 -4.599 -0.549
C -2.234 -3.001 -3.710 -0.416
C -0.903 -2.828 -3.348 0.232
C 0.074 -3.652 -3.894 -0.259
C -0.272 -4.645 -4.795 -0.606
C -0.525 -1.788 -2.346 0.656
O -1.337 -0.855 -2.087 -0.433
O 0.583 -1.866 -1.760 -0.527
H -3.628 -4.143 -4.874 0.387
H -2.992 -2.351 -3.293 0.434
H 1.107 -3.511 -3.606 0.430
H 0.494 -5.278 -5.222 0.390
```

=====

Record 2
This record from the OMol25 dataset describes a cluster of 2 separate species, C4H7BrNO5S in total at a distorted geometry. The level of theory is ωB97M-V/def2-TZVPD.

Summary:
Relative energy (zero: lowest compared OMol25 entry of this formula, charge and spin) in kcal/mol: 1.08
E_tot in a.u.: -3559.91967
Highest occupied orbital energy in eV: -6.8
Lowest unoccupied orbital energy in eV: 3.3
Maximum force in eV/A: 1.47
Total charge: -1
Spin multiplicity: 1

Geometry as XYZ:
```
19
Properties=species:S:1:pos:R:3:nbo_charge:R:1
C -2.453 -1.158 0.274 0.792
C -1.358 -0.930 -0.764 -0.519
C -0.704 0.459 -0.690 -0.488
C 0.311 0.610 0.373 0.080
N 0.292 0.041 1.491 -0.663
O -2.079 -1.100 1.540 -0.712
O 2.500 1.801 1.116 -0.990
O -3.590 -1.402 -0.043 -0.619
O 1.187 2.846 -0.684 -0.978
O 2.410 0.783 -1.107 -0.984
S 1.728 1.641 -0.097 2.366
Br 3.042 -1.796 0.004 -0.455
H -1.802 -1.068 -1.748 0.231
H -0.590 -1.695 -0.619 0.237
H -1.466 1.232 -0.537 0.242
H -0.199 0.692 -1.630 0.254
H 2.790 -0.450 -0.579 0.303
H -1.125 -0.791 1.640 0.502
H 1.105 0.285 2.061 0.401
```

=====

Record 3
This record from the OMol25 dataset describes the molecule CH5NO2Si at a distorted geometry. The level of theory is ωB97M-V/def2-TZVPD.

Summary:
Relative energy (zero: lowest compared OMol25 entry of this formula, charge and spin) in kcal/mol: 39.03
E_tot in a.u.: -535.70422
SMILES: C[SiH2]ON=O
Highest occupied orbital energy in eV: -10.3
Lowest unoccupied orbital energy in eV: 0.3
Maximum force in eV/A: 5.61
Total charge: 0
Spin multiplicity: 1

Geometry as XYZ:
```
10
Properties=species:S:1:pos:R:3:nbo_charge:R:1
C 0.957 -0.248 -1.273 -1.168
N -2.365 0.119 1.527 0.426
O -1.134 -0.258 0.828 -0.809
O -3.167 -0.668 1.227 -0.240
Si 0.675 0.231 0.446 1.390
H 1.141 0.595 -1.838 0.256
H 1.836 -0.946 -1.316 0.254
H -0.122 -0.716 -1.456 0.282
H 0.411 1.836 0.453 -0.209
H 1.767 0.055 1.401 -0.181
```

=====

Record 4
This record from the OMol25 dataset describes the molecule C6H12N2O at a distorted geometry. The level of theory is ωB97M-V/def2-TZVPD.

Summary:
Relative energy (zero: lowest compared OMol25 entry of this formula, charge and spin) in kcal/mol: 57.43
E_tot in a.u.: -420.49237
SMILES: C=C=C(C)C(N)(N)CO
Highest occupied orbital energy in eV: -8.9
Lowest unoccupied orbital energy in eV: 0.9
Maximum force in eV/A: 3.07
Total charge: 0
Spin multiplicity: 1

Geometry as XYZ:
```
21
Properties=species:S:1:pos:R:3:nbo_charge:R:1
C 1.228 -0.657 0.946 -0.076
C -1.737 0.880 -1.234 -0.630
C 0.596 0.177 -0.380 0.240
C -0.897 0.202 -0.185 -0.105
C -1.394 -0.377 0.875 0.111
N 0.928 -0.465 -1.628 -0.856
N 1.175 1.487 -0.313 -0.878
C -2.009 -1.030 1.818 -0.489
O 2.638 -0.637 0.823 -0.735
H 2.958 0.191 1.194 0.468
H 0.420 -1.332 -1.754 0.361
H 1.924 -0.656 -1.680 0.372
H 0.572 2.181 -0.735 0.384
H 2.179 1.430 -0.461 0.378
H 0.917 -1.699 0.858 0.174
H 0.936 -0.224 1.907 0.177
H -1.635 1.964 -1.178 0.209
H -1.425 0.553 -2.226 0.234
H -2.787 0.630 -1.096 0.225
H -2.420 -2.015 1.651 0.219
H -2.169 -0.602 2.796 0.218
```

=====

Record 5
This record from the OMol25 dataset describes a structure of composition C15H32N2O5P2Tm at a distorted geometry. The level of theory is ωB97M-V/def2-TZVPD.

Summary:
E_tot in a.u.: -2843.97960
Highest occupied orbital energy (spin up / spin down) in eV: -8.5 / -8.3
Lowest unoccupied orbital energy (spin up / spin down) in eV: -2.5 / -2.5
<S²>: 2.036
Maximum force in eV/A: 3.90
Total charge: +1
Spin multiplicity: 3

Geometry as XYZ:
```
57
Properties=species:S:1:pos:R:3:nbo_charge:R:1
O -1.765 0.705 -3.139 -0.792
H -2.495 0.937 -3.745 0.512
Tm 0.003 0.156 -0.963 1.105
N -0.449 -1.661 0.411 -0.354
N -0.193 -1.462 -2.208 -0.444
O -0.702 -1.796 1.811 -0.579
O -0.067 -1.154 -3.618 -0.588
C -0.147 -2.811 -0.245 0.106
C -0.050 -2.707 -1.691 0.161
C 0.038 -4.150 0.440 -0.693
C 0.066 -3.882 -2.574 -0.676
H -0.232 -4.261 1.514 0.229
H 1.075 -4.534 0.341 0.232
H -0.589 -4.880 -0.100 0.248
H 0.176 -3.453 -3.573 0.253
H -0.858 -4.486 -2.550 0.232
H 0.938 -4.510 -2.330 0.228
H -0.051 -2.480 2.048 0.457
H -0.823 -0.479 -3.724 0.501
O 2.226 0.011 -0.617 -0.937
H 2.502 -0.779 -0.116 0.527
H 3.010 0.504 -0.921 0.526
C -2.308 0.569 -1.551 -0.296
H -1.726 1.317 -0.909 0.201
H -2.236 -0.507 -1.281 0.264
H -3.341 0.855 -1.307 0.248
O -3.011 0.157 2.070 -0.948
H -2.514 -0.382 2.702 0.485
H -3.650 0.599 2.629 0.470
C -0.755 4.348 -1.465 -0.929
P 0.409 2.964 -1.354 0.830
C 1.057 2.725 -3.044 -0.946
C 1.753 3.633 -0.321 -0.358
C 2.683 4.524 -0.857 -0.192
C 3.717 5.010 -0.048 -0.195
C 3.807 4.583 1.276 -0.202
C 2.870 3.688 1.822 -0.154
C 1.827 3.193 1.028 -0.310
P 0.500 1.968 1.536 0.849
C 1.370 1.158 2.917 -0.947
C -0.596 3.083 2.512 -0.919
H -1.673 3.989 -1.959 0.241
H -0.296 5.165 -2.048 0.239
H -1.005 4.702 -0.452 0.252
H 1.298 3.714 -3.466 0.237
H 1.963 2.094 -3.019 0.243
H 0.291 2.222 -3.666 0.265
H 2.595 4.825 -1.902 0.216
H 4.432 5.716 -0.475 0.232
H 4.625 4.953 1.892 0.229
H 2.984 3.387 2.866 0.216
H 1.561 1.866 3.734 0.228
H 0.747 0.336 3.292 0.252
H 2.327 0.749 2.573 0.234
H -0.009 3.775 3.135 0.233
H -1.234 3.665 1.838 0.231
H -1.236 2.471 3.159 0.246
```

=====

Record 6
This record from the OMol25 dataset describes a structure of composition C34H36N9NaO5 at a distorted geometry. The level of theory is ωB97M-V/def2-TZVPD.

Summary:
Relative energy (zero: lowest compared OMol25 entry of this formula, charge and spin) in kcal/mol: 13.30
E_tot in a.u.: -2348.64160
Highest occupied orbital energy in eV: -8.0
Lowest unoccupied orbital energy in eV: -0.2
Maximum force in eV/A: 2.02
Total charge: 0
Spin multiplicity: 1

Geometry as XYZ:
```
85
Properties=species:S:1:pos:R:3:mulliken_charge:R:1
Na -1.637 -0.520 -0.071 0.966
N 1.507 2.567 -1.918 0.126
C 0.690 1.631 -1.368 -0.628
N 1.034 0.852 -0.417 0.361
C 2.307 0.916 0.103 0.352
N 2.730 0.052 0.969 -1.100
N 1.959 -0.917 1.436 0.032
C 1.328 -1.762 0.730 -0.559
C 0.403 -2.690 1.353 0.752
C 0.525 -3.064 2.690 -0.564
C -0.447 -3.872 3.241 -0.539
C -1.514 -4.275 2.452 -0.771
C -1.539 -3.864 1.128 -0.050
N -0.601 -3.112 0.583 0.036
C 3.153 2.050 -0.265 0.909
C 4.350 2.363 0.377 -0.589
C 5.107 3.442 -0.038 -0.995
C 4.685 4.221 -1.107 -0.489
C 3.497 3.938 -1.751 -0.876
C 2.720 2.862 -1.329 -0.085
H 1.185 3.123 -2.696 0.329
H -0.308 1.528 -1.769 0.467
H 1.411 -1.786 -0.355 0.478
H 1.363 -2.710 3.266 0.408
H -0.385 -4.176 4.276 0.432
H -2.308 -4.884 2.856 0.417
H -2.341 -4.165 0.465 0.291
H 4.689 1.729 1.185 0.708
H 6.032 3.672 0.469 0.425
H 5.287 5.049 -1.446 0.407
H 3.157 4.550 -2.572 0.429
O -0.646 -1.370 -1.746 -0.312
C -1.613 -1.260 -2.795 2.881
C -2.633 -0.102 -2.372 0.073
O -3.713 -0.093 -2.930 -0.728
O -2.172 0.678 -1.517 -0.767
C -2.302 -2.594 -2.922 -0.001
C -3.278 -2.953 -2.003 -0.566
C -3.842 -4.215 -2.038 -0.966
C -3.429 -5.141 -2.983 -0.512
C -2.450 -4.793 -3.899 -0.924
C -1.887 -3.529 -3.866 -0.191
C -1.012 -0.771 -4.077 -1.334
C -1.813 -0.683 -5.213 -0.104
C -1.302 -0.180 -6.391 -1.029
C 0.016 0.245 -6.459 -0.457
C 0.810 0.181 -5.328 -1.011
C 0.302 -0.322 -4.144 -0.013
H -0.209 -2.218 -1.890 0.487
H -3.608 -2.222 -1.276 0.601
H -4.617 -4.475 -1.328 0.467
H -3.874 -6.126 -3.011 0.408
H -2.125 -5.506 -4.645 0.408
H -1.122 -3.262 -4.583 0.431
H -2.843 -0.997 -5.148 0.507
H -1.934 -0.118 -7.264 0.402
H 0.423 0.618 -7.388 0.409
H 1.837 0.520 -5.365 0.466
H 0.932 -0.369 -3.266 0.322
N -1.403 2.459 1.270 -0.730
C -0.874 1.867 2.490 1.962
C -1.483 2.663 3.661 -1.356
C -1.390 2.128 5.094 -0.511
C -0.008 1.668 5.583 -0.711
N 1.094 2.436 5.038 -0.151
C 1.967 1.975 4.134 0.572
N 1.931 0.735 3.728 -0.163
N 2.956 2.814 3.736 -0.459
C -1.091 0.331 2.552 0.547
O -0.332 -0.335 3.306 -0.660
O -1.960 -0.163 1.831 -1.045
H -2.395 2.255 1.205 0.463
H -0.991 1.990 0.469 -0.408
H 0.209 2.036 2.461 -0.454
H -2.545 2.778 3.434 0.385
H -1.049 3.666 3.620 0.368
H -2.065 1.281 5.205 0.321
H -1.755 2.928 5.743 0.465
H 0.139 0.625 5.309 0.288
H 0.036 1.746 6.675 0.412
H 1.139 3.409 5.297 0.235
H 0.954 0.219 3.619 -0.151
H 2.590 0.434 3.020 0.436
H 2.906 3.789 3.974 0.215
H 3.489 2.575 2.915 0.102
```

=====

Record 7
This record from the OMol25 dataset describes the molecule C7H7F2O2P at a distorted geometry. The level of theory is ωB97M-V/def2-TZVPD.

Summary:
Relative energy (zero: lowest compared OMol25 entry of this formula, charge and spin) in kcal/mol: 51.20
E_tot in a.u.: -962.42496
SMILES: OC(O)(P)c1cccc(F)c1F
Highest occupied orbital energy in eV: -9.2
Lowest unoccupied orbital energy in eV: 0.5
Maximum force in eV/A: 4.28
Total charge: 0
Spin multiplicity: 1

Geometry as XYZ:
```
19
Properties=species:S:1:pos:R:3:nbo_charge:R:1
C -1.399 -1.835 -0.731 -0.202
C -0.130 -1.336 -0.403 -0.204
C -2.487 -1.117 -0.249 -0.256
C 0.022 -0.068 0.169 -0.139
C -2.345 0.173 0.324 0.321
C -1.115 0.749 0.447 0.350
C 1.430 0.415 0.448 0.319
O 2.211 -0.646 0.913 -0.727
O 1.475 1.540 1.276 -0.717
F -3.441 0.988 0.545 -0.320
F -0.977 2.037 0.704 -0.283
P 2.414 1.026 -1.098 0.198
H -1.576 -2.845 -1.298 0.232
H 0.672 -1.869 -0.983 0.233
H -3.410 -1.517 -0.299 0.220
H 3.127 -0.629 0.548 0.490
H 1.652 1.265 2.114 0.476
H 2.513 2.236 -0.456 0.014
H 1.364 1.434 -1.971 -0.006
```